The following is a quantum chemistry calculation of C26H36IN7PdS as an isolated structure in a non-equilibrium geometry, from the OMol25 dataset.

Structure (XYZ):
```
72
Properties=species:S:1:pos:R:3:mulliken_charge:R:1
Pd -1.3437 0.5900 -0.5840 0.576
N -2.2011 6.9811 0.0741 -0.472
C -2.4113 5.9092 0.4288 -0.183
C -2.6709 4.5697 0.8754 0.465
C -3.4619 4.3305 1.9968 -0.077
C -3.6695 3.0201 2.3837 -0.949
C -3.0816 2.0042 1.6456 -0.415
N -2.3303 2.2320 0.5670 0.235
C -2.1260 3.4915 0.1871 -0.566
H -3.8979 5.1557 2.5428 0.533
H -4.2729 2.7811 3.2472 0.441
H -3.2027 0.9655 1.9239 0.473
H -1.5087 3.6398 -0.6907 0.608
C 3.3623 0.9223 4.1963 -1.015
C 2.5184 2.1876 4.3275 -0.634
C 1.1701 2.1456 3.6107 -0.478
C 1.2230 2.2497 2.0902 -0.414
N 1.7922 1.0879 1.4209 -0.188
C 1.1408 -0.0622 1.1764 0.200
S -0.5000 -0.2658 1.6309 -0.421
N 1.8271 -1.0176 0.5614 0.339
C 1.3462 -2.3688 0.2824 -0.405
C 1.6196 -3.3323 1.4291 -0.610
C 3.0876 -3.4331 1.8351 -0.256
C 4.0043 -3.8830 0.7034 -1.159
H 4.2148 0.9521 4.8756 0.436
H 3.7593 0.7841 3.1903 0.194
H 2.7740 0.0340 4.4369 0.257
H 3.0913 3.0544 3.9803 0.285
H 2.3295 2.3656 5.3890 0.345
H 0.5525 2.9766 3.9645 0.443
H 0.6319 1.2317 3.8747 0.229
H 1.8297 3.1076 1.7907 0.567
H 0.2190 2.4016 1.6935 -0.259
H 2.7598 1.1416 1.1474 0.351
H 2.7663 -0.8007 0.2653 0.323
H 1.8228 -2.6908 -0.6434 0.569
H 0.2856 -2.3058 0.0692 -0.626
H 1.2556 -4.3154 1.1158 0.428
H 1.0143 -3.0327 2.2889 0.273
H 3.1727 -4.1325 2.6702 0.406
H 3.4271 -2.4678 2.2263 0.056
H 3.6597 -4.8249 0.2716 0.285
H 5.0263 -4.0301 1.0543 0.377
H 4.0420 -3.1563 -0.1113 0.259
I -2.6134 1.5818 -6.4650 0.119
C -3.0707 1.5954 -4.4633 -0.888
C -3.7391 2.5753 -3.7705 -0.138
N -3.7850 2.1641 -2.4885 -0.223
N -3.2016 0.9649 -2.3106 -0.214
C -2.7550 0.6146 -3.5067 0.300
H -4.1774 3.5051 -4.0903 0.461
H -4.2439 2.6071 -1.7125 0.211
H -2.2036 -0.3047 -3.6314 0.469
C 1.7328 -0.8106 -3.6142 -1.659
C 0.6963 -1.8549 -3.2929 0.966
C 0.6948 -3.0816 -3.9255 -0.748
C -0.2492 -4.0638 -3.6488 -0.879
C -1.2187 -3.7710 -2.7062 -0.827
C -1.2827 -2.5493 -2.0448 0.993
C -2.3635 -2.3180 -1.0210 -1.289
C -0.3073 -1.5470 -2.3259 0.680
N -0.2490 -0.3234 -1.7754 -0.996
H 2.6458 -1.2713 -3.9972 0.450
H 1.9727 -0.2190 -2.7276 0.214
H 1.3753 -0.1018 -4.3680 0.300
H 1.4736 -3.2788 -4.6571 0.368
H -0.2293 -5.0206 -4.1520 0.388
H -1.9738 -4.5153 -2.4697 0.329
H -3.1050 -3.1176 -1.0679 0.452
H -2.8923 -1.3713 -1.1818 0.149
H -1.9782 -2.2813 0.0032 0.182
```

Values from the calculation:
- E_tot (Eh) = -2219.31862
- HOMO level (spin up / spin down) (eV) = -5.6 / -5.5
- LUMO (spin up / spin down) (eV) = -0.6 / -0.6
- molecular weight (g/mol) = 712.014
- ΔE to the lowest compared entry with this formula, charge and spin (kcal/mol) = 0.0
- spin multiplicity = 1